{"formula": "C38H45N3O5S", "method": "ωB97M-V/def2-TZVPD", "orbital_gap_ev": 3.000, "total_charge": 0, "homo_ha": -0.1619, "species": ["C", "N", "C", "C", "C", "C", "C", "C", "C", "C", "C", "C", "C", "C", "N", "C", "C", "C", "C", "C", "C", "C", "C", "N", "C", "C", "C", "C", "C", "C", "H", "H", "H", "H", "H", "H", "H", "H", "H", "H", "H", "H", "H", "H", "H", "H", "H", "H", "H", "H", "H", "H", "H", "H", "H", "H", "H", "H", "H", "H", "H", "H", "C", "C", "O", "C", "C", "O", "C", "S", "C", "C", "C", "C", "C", "C", "O", "O", "O", "H", "H", "H", "H", "H", "H", "H", "H", "H", "H", "H", "H", "H"], "positions_angstrom": [[-6.8122, -2.7644, 2.1640], [-6.4382, -1.5076, 1.5497], [-7.5084, -0.6802, 1.0339], [-5.1411, -1.0965, 1.5114], [-4.7982, 0.1866, 1.0052], [-3.4761, 0.5403, 0.8549], [-2.4219, -0.3627, 1.1286], [-1.0569, -0.0045, 0.8250], [0.0220, -0.7954, 1.1900], [1.3838, -0.4056, 1.2695], [2.4145, -1.4407, 1.3462], [2.1299, -2.7741, 0.9522], [3.0638, -3.7871, 1.0838], [4.3869, -3.4963, 1.5134], [5.3374, -4.4744, 1.5727], [6.7550, -4.1799, 1.5822], [4.9990, -5.8809, 1.6188], [4.6978, -2.1599, 1.8786], [3.7176, -1.1852, 1.8491], [1.7609, 1.0061, 1.2663], [0.9283, 2.0093, 1.8138], [1.2332, 3.3526, 1.6858], [2.5114, 3.7455, 1.2173], [2.8923, 5.0606, 1.2306], [4.2774, 5.4583, 1.3843], [1.9333, 6.1450, 1.2866], [3.3981, 2.7467, 0.7428], [2.9885, 1.4291, 0.6956], [-2.7687, -1.5979, 1.7378], [-4.0938, -1.9561, 1.9333], [-6.5115, -2.8005, 3.2226], [-7.9003, -2.8617, 2.0979], [-6.3443, -3.6173, 1.6492], [-7.2820, -0.3336, 0.0155], [-8.4217, -1.2831, 1.0132], [-7.6816, 0.2063, 1.6644], [-5.5795, 0.8881, 0.7127], [-3.2354, 1.5369, 0.4957], [-0.8924, 1.0537, 0.6652], [-0.1923, -1.8430, 1.4119], [1.1620, -3.0120, 0.5137], [2.7966, -4.8100, 0.8169], [6.9475, -3.1927, 1.1495], [7.1662, -4.2030, 2.6032], [7.2819, -4.9388, 0.9884], [3.9949, -6.0228, 2.0322], [5.0355, -6.3400, 0.6188], [5.7254, -6.4006, 2.2574], [5.7045, -1.9079, 2.2131], [3.9757, -0.1954, 2.2209], [0.0279, 1.7298, 2.3588], [0.5141, 4.1080, 2.0051], [4.8956, 4.5984, 1.6613], [4.6705, 5.8953, 0.4537], [4.3555, 6.2195, 2.1752], [0.9577, 5.8224, 0.9047], [1.8125, 6.5170, 2.3176], [2.2925, 6.9766, 0.6634], [4.3790, 3.0296, 0.3582], [3.6409, 0.7006, 0.2157], [-1.9897, -2.2802, 2.0796], [-4.3297, -2.9212, 2.3841], [-3.2462, -3.5244, -1.4638], [-3.5336, -2.5423, -2.5599], [-2.3684, -1.6808, -2.6283], [-2.4752, -0.7682, -3.6228], [-1.3681, 0.2210, -3.5886], [-1.2735, 1.1275, -4.5475], [-1.8239, 0.9166, -5.9112], [-0.6321, 0.5624, -2.0497], [0.2633, 2.0881, -2.2104], [1.6357, 2.0677, -2.4757], [2.3329, 3.2718, -2.5437], [1.6693, 4.4819, -2.3249], [0.2979, 4.4912, -2.0603], [-0.4131, 3.2941, -2.0197], [-1.8287, 0.9116, -1.2891], [0.2928, -0.4629, -1.6279], [-3.4162, -0.7446, -4.4155], [-4.1331, -4.1361, -1.2831], [-2.4248, -4.1912, -1.7489], [-2.9786, -3.0158, -0.5323], [-3.6813, -3.0428, -3.5261], [-4.4143, -1.9257, -2.3329], [-1.6384, 1.8668, -6.4147], [-1.2839, 0.1004, -6.4026], [-2.8917, 0.6966, -5.8405], [2.1340, 1.1083, -2.6080], [3.4029, 3.2557, -2.7542], [2.2224, 5.4221, -2.3660], [-0.2338, 5.4279, -1.8908], [-1.4839, 3.2740, -1.8240]], "atomic_forces_ev_per_a": [[0.1698, -0.1441, 0.0650], [-0.3026, -0.0843, 0.1036], [0.0272, 0.2587, -0.0580], [0.2642, -0.0214, -0.3105], [0.0212, -0.1435, 0.1885], [-0.0122, -0.1960, -0.0197], [-0.1477, -0.4444, 0.1297], [-0.2142, 0.6677, 2.5937], [0.6357, -0.3209, -0.0327], [-0.8624, -0.0645, -0.3436], [0.1205, -0.2059, 0.2220], [0.2956, 0.0845, 0.2345], [0.1054, 0.2499, 0.0767], [-0.1907, 0.2330, -0.0185], [0.1034, -0.1135, 0.0209], [0.0449, 0.0828, 0.1782], [-0.0881, -0.0754, -0.1916], [-0.2629, -0.1892, -0.1169], [-0.1352, -0.1651, -0.2487], [0.2892, 0.1152, -0.0801], [0.0714, 0.0334, -0.3679], [0.3060, -0.0893, 0.0539], [-0.1027, -0.1659, -0.0069], [-0.0048, 0.2385, -0.1026], [0.0145, -0.0115, -0.2307], [-0.0368, -0.0597, 0.1680], [-0.3183, -0.0054, 0.0818], [-0.0626, 0.0866, 0.3071], [-0.3516, 0.3511, -0.1902], [0.1767, 0.1023, 0.0439], [-0.1216, -0.0238, -0.1930], [0.3352, -0.1186, 0.1075], [-0.1523, 0.1342, 0.0994], [-0.1148, -0.1208, 0.2006], [0.1916, 0.2929, -0.0932], [-0.0333, -0.1495, -0.1296], [0.2785, -0.1866, 0.1722], [-0.0075, -0.2752, -0.1347], [-0.0102, -0.4064, -0.3135], [0.1675, 0.3679, -0.1744], [0.2622, 0.0732, 0.0934], [0.0723, 0.3962, -0.0900], [0.0049, -0.3000, 0.0181], [0.0047, 0.0401, -0.1599], [-0.0998, 0.2252, 0.0831], [0.2955, -0.0189, -0.0131], [-0.0410, 0.0059, 0.1651], [-0.2235, 0.0956, -0.0951], [-0.3988, -0.0651, 0.0518], [-0.1505, -0.2535, -0.0571], [0.2140, 0.0262, -0.2012], [0.3133, -0.3075, 0.1547], [-0.1388, 0.2674, -0.0083], [0.0361, -0.0702, 0.1739], [0.0023, -0.1976, -0.1388], [0.3058, 0.1194, 0.0353], [-0.0753, -0.0015, -0.1902], [-0.1046, -0.1987, 0.1304], [-0.3896, -0.1117, -0.0335], [-0.2539, 0.1774, 0.0832], [-0.2719, 0.1451, -0.1907], [0.1249, 0.3453, -0.1410], [0.0403, -0.4165, 0.2370], [0.5417, 0.4503, 0.1119], [-0.9609, -0.9493, -0.0541], [2.0731, 2.7363, 0.4204], [-1.4591, -4.0006, 0.6468], [-0.1121, 2.9337, -3.1131], [0.5916, 0.1405, 1.6650], [-1.6305, -0.2128, -3.3955], [0.4524, 0.2920, -0.1364], [-0.3429, 0.0752, 0.0631], [-0.0614, 0.0123, 0.0471], [-0.0434, -0.1245, -0.0216], [0.0373, -0.0937, -0.0456], [0.1219, -0.1506, 0.0578], [0.6590, -0.1337, 1.4412], [0.2478, 0.2324, 0.6639], [-0.0167, -0.5019, 0.1044], [0.0195, -0.0575, 0.0630], [-0.0847, 0.1129, 0.0762], [-0.0646, -0.0428, -0.1829], [-0.0335, 0.2200, 0.2361], [0.1348, -0.1544, -0.1421], [0.0751, -0.1574, 0.0602], [-0.0792, -0.0102, 0.0524], [0.3683, 0.0209, -0.1632], [-0.0994, 0.2225, 0.0125], [-0.2690, 0.0714, 0.0605], [-0.1385, -0.2525, 0.0093], [0.1945, -0.1771, -0.0802], [0.2643, 0.0052, -0.0543]], "lowdin_charge": [-0.063, -0.189, -0.062, -0.223, -0.003, -0.016, -0.202, -0.031, -0.036, -0.071, -0.162, -0.002, -0.007, -0.222, -0.201, -0.064, -0.064, -0.013, -0.027, -0.166, -0.016, 0.000, -0.228, -0.196, -0.060, -0.067, -0.019, -0.036, -0.023, -0.025, 0.094, 0.081, 0.092, 0.094, 0.082, 0.095, 0.101, 0.117, 0.094, 0.096, 0.119, 0.103, 0.084, 0.096, 0.092, 0.085, 0.097, 0.091, 0.102, 0.113, 0.123, 0.107, 0.082, 0.092, 0.091, 0.078, 0.094, 0.092, 0.110, 0.123, 0.111, 0.098, -0.073, -0.227, -0.048, -0.506, -0.349, -0.166, -0.030, 0.760, -0.256, -0.049, -0.084, -0.089, -0.082, -0.046, -0.337, -0.302, 0.010, 0.073, 0.079, 0.054, 0.123, 0.124, 0.080, 0.087, 0.070, 0.119, 0.106, 0.102, 0.104, 0.118]}

---

{"formula": "C18H47NNiO4Si2", "method": "ωB97M-V/def2-TZVPD", "orbital_gap_ev": [7.493, 8.443], "e_above_lowest_kj_mol": 169.8, "spin_multiplicity": 3, "total_charge": 0, "homo_ha": [-0.2605, -0.2957], "species": ["O", "O", "C", "C", "H", "H", "H", "H", "H", "C", "C", "H", "H", "H", "H", "H", "C", "C", "C", "H", "H", "H", "H", "H", "C", "H", "H", "H", "H", "H", "H", "Ni", "C", "Si", "H", "H", "C", "C", "C", "C", "Si", "H", "H", "C", "C", "C", "H", "H", "H", "H", "H", "H", "H", "H", "H", "H", "H", "H", "H", "H", "H", "H", "H", "H", "N", "C", "C", "O", "O", "H", "H", "H", "H"], "positions_angstrom": [[1.6371, 0.8447, -2.4740], [1.6613, -1.5359, -1.9723], [0.4916, 1.6794, -2.6890], [0.8245, 3.0294, -3.2863], [-0.0628, 1.8231, -1.7482], [-0.1188, 1.0740, -3.3840], [1.2296, 3.6951, -2.5098], [-0.1247, 3.4531, -3.6303], [1.5150, 2.9445, -4.1360], [2.6947, 1.3236, -1.6122], [3.9934, 0.7289, -2.0628], [2.4665, 1.0107, -0.5698], [2.7130, 2.4299, -1.6579], [4.0070, -0.3456, -1.8552], [4.8304, 1.1714, -1.5159], [4.1354, 0.9159, -3.1354], [2.3174, -2.7490, -1.4587], [1.1894, -1.6743, -3.3530], [3.1587, -2.4109, -0.2477], [2.9336, -3.1317, -2.2987], [1.5452, -3.5159, -1.2315], [4.0525, -1.8143, -0.5013], [3.5120, -3.3547, 0.1756], [2.6171, -1.9091, 0.5755], [2.2792, -1.3398, -4.3229], [0.3356, -1.0115, -3.4564], [0.8413, -2.7079, -3.5136], [2.6638, -0.3333, -4.1325], [1.8689, -1.3464, -5.3395], [3.1038, -2.0669, -4.3070], [1.1112, -0.8834, -1.2812], [-0.6893, -0.0374, 1.8684], [0.2864, -0.4622, -0.1101], [-1.2547, -1.5239, -0.3987], [1.0016, -0.6928, 0.6945], [0.1809, 0.6060, -0.3706], [-2.2028, -0.8403, -1.8621], [-2.4621, -1.6746, 1.0789], [-0.8558, -3.3101, -0.8244], [-1.9192, 1.5450, 1.5111], [-3.1844, 1.9145, 2.8502], [-2.3754, 1.4010, 0.5116], [-1.2574, 2.4248, 1.3769], [-4.6706, 0.7705, 2.6712], [-3.8330, 3.6766, 2.7158], [-2.4184, 1.6586, 4.5501], [-1.7584, -3.9227, -0.6703], [-0.0924, -3.7268, -0.1561], [-0.5315, -3.4335, -1.8668], [-2.6697, 0.1190, -1.6113], [-3.0054, -1.5393, -2.1364], [-1.5724, -0.6880, -2.7477], [-3.0425, -0.7670, 1.2951], [-1.9938, -2.0896, 1.9856], [-3.1599, -2.4345, 0.7067], [-3.8521, 3.9984, 1.6692], [-3.2025, 4.3779, 3.2780], [-4.8579, 3.7213, 3.1111], [-1.5653, 2.3301, 4.7219], [-2.0774, 0.6240, 4.7001], [-3.1664, 1.8738, 5.3263], [-5.5407, 1.2658, 3.1218], [-4.5248, -0.1895, 3.1790], [-4.9144, 0.5769, 1.6214], [0.7884, 1.0381, 2.9106], [1.7565, 0.1585, 3.5877], [1.1318, -1.2388, 3.7290], [1.5919, -1.9552, 4.6165], [0.1768, -1.4994, 2.8564], [1.3002, 1.6553, 2.2817], [0.3391, 1.6480, 3.5970], [2.6722, 0.0814, 2.9980], [2.0018, 0.5675, 4.5649]], "atomic_forces_ev_per_a": [[0.3776, 1.0383, 0.0102], [1.7896, -2.5985, -2.3354], [0.5221, -0.4034, 0.0901], [-0.2348, 0.1214, 0.1136], [-0.0132, -0.0820, -0.2995], [0.0756, 0.4161, 0.3417], [-0.0281, -0.0726, -0.4463], [0.2179, 0.1777, -0.0434], [-0.1560, 0.0589, 0.2505], [-1.2844, 0.5019, 0.1529], [0.3937, -0.1365, -0.1728], [0.0534, 0.2558, -0.4240], [0.1430, -0.5024, 0.1213], [0.0282, 0.2444, -0.3432], [-0.0797, 0.0413, -0.0376], [0.1024, -0.1190, 0.2874], [-0.3414, -0.0334, -0.1827], [-0.0453, -0.3264, 0.3117], [0.3933, 0.0183, 0.4673], [-0.2413, 0.2723, 0.5599], [0.5427, 0.6738, -0.1544], [-0.4744, -0.2497, 0.0819], [0.0660, 0.0154, -0.0556], [0.0886, -0.2545, -0.6494], [0.4804, 0.2436, -0.5834], [0.0930, 0.0052, 0.1145], [0.0433, 0.2977, 0.3139], [-0.1004, -0.3845, -0.0572], [0.0172, -0.0861, 0.1201], [-0.2059, 0.1979, 0.0787], [-1.7349, 0.4958, 2.2040], [-0.0846, 0.6910, 0.3381], [-0.5361, 0.0136, -0.5009], [0.5863, 0.4923, 0.4352], [-0.1368, 0.1492, -0.4244], [0.1020, -0.5925, 0.5046], [-0.2639, 0.1475, -0.0732], [-0.0415, -0.1297, -0.4173], [-0.0564, -0.3558, 0.1677], [0.0979, 0.0968, -0.1147], [0.5286, -0.2583, -1.0083], [-0.1537, 0.0903, 0.3949], [-0.1261, -0.1449, 0.1597], [-0.1738, 0.0582, 0.2289], [-0.1217, 0.0730, 0.2131], [-0.0986, 0.0125, 0.2406], [0.2110, 0.1781, -0.1648], [-0.1625, 0.0494, -0.0752], [-0.0947, -0.0193, 0.2435], [0.0554, -0.0781, -0.0761], [0.1260, 0.1454, 0.0250], [-0.1633, -0.0558, 0.2167], [0.1942, -0.3948, -0.0129], [-0.1878, 0.1123, -0.1750], [-0.1058, 0.0287, 0.1984], [-0.0272, -0.0448, 0.1284], [-0.1611, -0.0532, -0.1138], [0.2299, 0.1784, -0.0340], [-0.1555, -0.0706, -0.0124], [-0.0642, 0.1822, -0.0669], [0.2056, -0.0324, -0.0492], [0.0631, -0.1950, -0.0249], [-0.0388, 0.0889, -0.1153], [0.0431, 0.0246, 0.0977], [0.5906, 0.9558, -0.1927], [-0.6014, -0.0273, -0.0122], [-0.2571, -0.4567, 0.0255], [-0.6716, 0.1926, -1.0396], [1.1789, -0.3882, 1.4048], [-0.3653, 0.0403, 0.0527], [0.0076, -0.2198, -0.3102], [-0.0494, -0.0472, 0.0223], [0.1902, -0.2634, 0.0815]], "mulliken_spin": [0.004, 0.011, 0.001, 0.000, -0.001, 0.000, 0.000, 0.000, 0.000, 0.001, 0.000, -0.001, 0.000, 0.000, 0.000, 0.000, 0.001, 0.006, 0.000, 0.000, 0.000, 0.000, 0.000, 0.000, 0.000, -0.001, 0.000, 0.000, 0.000, 0.000, 0.054, 1.765, -0.031, -0.011, 0.010, 0.002, 0.002, 0.045, 0.002, 0.059, -0.015, -0.008, 0.001, 0.004, 0.009, 0.013, -0.001, 0.000, 0.000, 0.000, 0.000, 0.000, -0.017, -0.004, 0.016, -0.001, 0.000, 0.000, 0.003, -0.003, 0.000, 0.000, 0.000, 0.000, 0.076, -0.005, 0.003, 0.002, 0.028, -0.009, -0.017, 0.001, 0.004]}

---

Record order is preserved below.
Max |F|: 4.3; 3.9 eV/A